No. 1
Molecular formula: C23H35ClN6OPtS3
Method: DFT, the ωB97M-V functional and the def2-TZVPD basis

Positions of all 70 atoms, in Å:
Pt -0.424 -0.157 -0.093
C -2.199 -4.986 3.416
C -1.393 -5.069 2.126
N -0.241 -4.193 2.109
C -0.204 -2.951 1.652
S -1.669 -2.173 1.169
N 0.967 -2.347 1.641
N 1.171 -1.180 1.127
C 2.344 -0.611 1.191
C 3.464 -1.254 1.938
C 2.529 0.644 0.495
C 3.682 1.420 0.672
C 3.835 2.577 -0.068
C 2.849 2.933 -0.978
C 1.715 2.139 -1.061
N 1.549 1.046 -0.336
H -2.989 -5.729 3.378
H -2.645 -4.003 3.521
H -1.582 -5.189 4.286
H -2.031 -4.805 1.279
H -1.018 -6.084 1.988
H 0.617 -4.545 2.512
H 3.292 -2.326 2.012
H 3.516 -0.858 2.952
H 4.419 -1.078 1.454
H 4.424 1.128 1.395
H 4.711 3.190 0.055
H 2.953 3.804 -1.603
H 0.921 2.391 -1.746
Cl -1.618 1.582 -2.082
C -2.020 -0.047 -1.580
H -1.877 -0.728 -2.419
H -3.051 -0.063 -1.230
C 1.503 -3.740 -3.003
S 0.596 -2.173 -2.805
O 0.406 -2.089 -1.313
C 1.946 -0.997 -3.098
C 3.085 -0.993 -2.310
C 4.039 -0.011 -2.508
C 3.840 0.964 -3.473
C 2.694 0.959 -4.253
C 1.743 -0.028 -4.066
H 2.370 -3.741 -2.352
H 1.790 -3.849 -4.044
H 0.818 -4.535 -2.723
H 3.229 -1.750 -1.554
H 4.938 -0.014 -1.910
H 4.587 1.726 -3.620
H 2.541 1.714 -5.007
H 0.850 -0.062 -4.671
C -4.938 2.724 1.970
N -3.811 1.875 1.632
C -4.032 0.485 1.972
C -2.605 2.335 1.295
S -1.220 1.393 1.793
N -2.408 3.499 0.677
C -3.429 4.223 -0.056
C -1.119 4.158 0.658
H -5.382 2.339 2.889
H -5.705 2.713 1.192
H -4.618 3.743 2.162
H -5.019 0.196 1.610
H -3.995 0.337 3.054
H -3.286 -0.155 1.506
H -4.270 3.584 -0.298
H -2.996 4.580 -0.992
H -3.774 5.095 0.503
H -0.417 3.644 1.312
H -1.239 5.184 1.012
H -0.712 4.185 -0.356

The calculation puts the largest force on an atom at 5.2 eV Å⁻¹. The value obtained for the HOMO-LUMO gap is 5.1 eV. As for the charge: +2. Its LUMO energy is -0.2937 Eh. Its HOMO energy is -13.042 eV.

Results of the Mulliken charge analysis, in e, for atoms 1 through 8: number 1, Pt, carries 1.512; number 2, C, carries -0.965; number 3, C, carries -0.695; number 4, N, carries -0.154; number 5, C, carries 0.427; number 6, S, carries -0.302; number 7, N, carries -1.302; number 8, N, carries 0.713

---

No. 2
Molecular formula: C23H35N3O3
Method: DFT, the ωB97M-V functional and the def2-TZVPD basis

Positions of all 64 atoms, in Å:
C 4.199 1.343 -1.275
C 2.735 0.927 -1.151
C 2.587 -0.525 -1.612
C 2.284 1.086 0.310
C 0.771 0.939 0.477
C 0.345 1.214 1.910
O 0.967 2.003 2.607
N -0.771 0.571 2.352
C -1.581 -0.334 1.540
C -1.156 -1.803 1.617
C -0.574 -2.220 2.969
C -1.323 -1.688 4.197
C -0.908 -0.295 4.710
C -1.696 -0.005 5.989
C 0.588 -0.256 5.031
C -1.246 0.817 3.707
C 0.074 1.928 -0.464
N 0.466 1.645 -1.839
C -0.321 0.759 -2.512
O -1.354 0.320 -2.011
C -0.017 0.380 -3.919
N 1.198 0.503 -4.601
C 0.968 0.019 -5.761
O -0.298 -0.418 -5.945
C -0.925 -0.196 -4.755
C -2.323 -0.608 -4.642
C -3.147 -0.858 -5.876
C -2.703 -2.019 -5.044
C 1.897 1.858 -2.045
H 4.340 2.380 -0.963
H 4.832 0.715 -0.645
H 4.546 1.245 -2.306
H 1.555 -0.878 -1.563
H 2.925 -0.639 -2.644
H 3.189 -1.181 -0.979
H 2.804 0.351 0.932
H 2.572 2.072 0.681
H 0.466 -0.067 0.185
H -2.602 -0.231 1.915
H -1.607 -0.007 0.501
H -2.033 -2.414 1.385
H -0.423 -2.019 0.835
H -0.563 -3.312 3.005
H 0.472 -1.914 3.024
H -2.403 -1.691 4.001
H -1.170 -2.384 5.027
H -1.482 1.000 6.361
H -2.772 -0.080 5.813
H -1.431 -0.716 6.773
H 0.836 0.666 5.560
H 0.870 -1.102 5.662
H 1.203 -0.277 4.132
H -0.811 1.756 4.047
H -2.332 0.942 3.659
H -1.008 1.882 -0.382
H 0.403 2.942 -0.223
H 1.642 -0.080 -6.595
H -2.811 -0.210 -3.768
H -4.185 -0.561 -5.833
H -2.671 -0.717 -6.836
H -1.918 -2.647 -5.443
H -3.426 -2.527 -4.423
H 2.108 2.896 -1.772
H 2.152 1.721 -3.089

As for the energy above the lowest of the compared OMol25 structures with the same formula, charge and spin: 20.5 kcal per mole. The calculation puts the largest force on an atom at 0.2 eV Å⁻¹. The value obtained for the HOMO-LUMO gap is 9.6 eV. Its LUMO energy is 0.0277 Eh. Its SMILES is CC1(C)C[C@@H](C(=O)N2CCCCC(C)(C)C2)CN(C(=O)c2ncoc2C2CC2)C1. Its HOMO energy is -8.810 eV.

Results of the Mulliken charge analysis, in e, for atoms 1 through 8: number 1, C, carries -2.046; number 2, C, carries 3.127; number 3, C, carries -1.933; number 4, C, carries -2.174; number 5, C, carries 2.288; number 6, C, carries -0.105; number 7, O, carries -0.689; number 8, N, carries 0.540